[1]
ORCA calculation (ωB97M-V/def2-TZVPD) on a 9-piece molecular cluster, C20H40Cl2F12N3O10 overall.

Element x y z (Å)
F  -0.961  -0.175  -7.537
F  5.878  -2.120  5.415
C  3.530  -0.736  -2.781
H  -0.545  3.441  4.539
H  5.024  -2.205  -1.584
H  -0.007  -3.185  -0.447
H  -3.547  1.835  2.815
H  5.931  -0.195  0.649
F  -2.539  -5.077  -3.795
H  -1.217  -1.833  -0.907
C  -0.806  3.476  5.596
Cl  -0.691  5.082  6.351
H  -3.133  0.622  -1.811
O  -2.079  2.509  2.230
C  -1.107  0.364  -5.287
F  2.069  0.594  -3.940
H  -1.861  2.794  -4.778
H  -0.791  1.011  2.563
H  -3.977  -0.688  -1.940
C  -1.282  0.646  0.437
Cl  1.675  2.339  6.145
C  -1.673  -2.915  0.714
C  2.406  -1.067  3.532
C  -2.903  -3.348  -2.145
C  4.197  -2.859  3.909
H  -2.707  -2.571  0.712
H  -0.362  1.388  6.314
H  2.053  -1.784  2.791
C  2.113  -0.165  -2.825
C  -0.902  2.523  -4.337
H  6.399  -1.872  0.478
H  -0.094  2.114  1.566
N  -2.998  3.592  -0.387
F  1.825  0.428  -1.675
F  6.216  -3.936  4.233
C  -0.046  2.424  6.433
O  -3.631  -2.455  -1.707
C  -3.368  -4.068  -3.447
H  -3.974  3.384  -0.545
N  -3.822  0.192  -2.412
F  4.704  -3.943  5.753
C  -1.064  1.638  1.714
F  -3.465  -3.166  -4.377
C  -1.038  -2.858  -0.583
O  -0.410  1.497  -5.122
O  3.837  -3.618  2.978
H  -1.933  -0.155  0.787
C  0.051  3.698  -4.347
O  -2.218  0.123  -4.726
H  -1.871  3.249  5.660
H  -4.906  1.317  2.087
C  -0.556  -0.577  -6.384
H  1.707  0.619  2.409
N  -4.468  1.458  2.986
F  -4.488  -4.665  -3.199
H  -4.747  0.571  -2.266
H  -2.369  4.300  -0.738
H  -0.349  0.112  0.255
H  1.617  -1.052  4.284
H  6.190  -0.993  -1.795
F  1.155  -1.143  -2.959
C  2.619  0.328  2.930
H  -2.572  2.754  -0.756
H  -4.378  0.587  3.490
H  -1.131  -2.424  1.522
C  5.595  -1.164  0.279
O  3.589  -1.610  4.238
H  4.745  -1.575  0.825
F  0.792  -0.711  -6.303
H  -4.889  2.244  3.461
H  -1.165  2.276  -3.309
H  -0.277  4.647  -3.924
O  4.064  -1.248  -3.767
H  -3.456  0.138  -3.351
C  5.326  -3.186  4.864
F  -1.102  -1.770  -6.251
C  5.317  -1.233  -1.188
H  0.064  3.929  -5.412
H  3.464  0.228  2.250
H  -2.821  3.543  0.607
H  1.030  3.556  -3.891
H  2.792  1.197  3.566
O  4.163  -0.527  -1.538
H  -0.151  2.640  7.496
H  -1.708  -3.969  0.989
O  -1.897  1.163  -0.794
O  -1.686  -3.729  -1.587

strongest force on any atom: 5.7 eV Å⁻¹
charge: +1
relative energy (zero: lowest compared OMol25 entry of this formula, charge and spin): 107.05 kcal per mole



[2]
ORCA calculation (ωB97M-V/def2-TZVPD) on C20H40ClN6O5Pd as an isolated structure.

Element x y z (Å)
H  2.178  -4.127  2.843
H  -0.096  3.335  2.085
H  0.147  -5.645  -0.651
H  -0.932  -1.244  3.166
H  3.253  3.316  -3.107
H  4.543  -2.859  -1.233
O  1.221  1.580  -1.493
N  0.466  1.763  3.387
H  -1.980  2.272  0.693
C  2.750  -1.748  -0.848
H  0.227  3.970  -2.737
Pd  -0.040  -0.407  -0.529
C  -2.472  3.188  0.385
C  -3.821  -2.460  -1.415
N  2.155  -0.740  -0.228
H  2.329  0.779  1.116
Cl  -0.148  -1.406  -2.791
H  -3.076  3.947  -1.507
H  -3.222  0.283  2.205
H  3.072  0.391  -2.748
H  -1.829  4.049  0.607
H  0.235  1.879  4.359
H  -2.764  -2.690  -1.365
H  4.359  1.278  -1.893
H  -1.414  -4.799  -0.694
H  1.096  3.740  3.324
O  -0.046  0.570  1.549
N  0.542  -4.357  1.571
H  -4.361  -3.411  -1.434
H  1.708  4.722  -2.190
H  -3.402  3.370  0.923
H  -0.816  -0.175  4.589
H  0.647  -3.753  3.583
C  2.879  0.054  0.532
C  -3.407  -0.910  0.445
C  -0.317  -0.508  3.675
H  -3.000  1.308  -3.569
H  -4.684  0.630  1.222
C  0.024  0.644  2.775
N  -2.731  3.117  -1.057
C  -4.009  -0.144  1.595
H  2.095  -2.408  -1.407
H  1.568  2.778  1.927
H  -1.544  2.200  -3.887
C  1.023  3.894  -1.998
H  5.964  -1.191  0.052
H  -0.078  -4.159  -1.627
C  1.690  2.535  -2.085
C  3.696  1.280  -2.765
N  2.855  2.456  -2.776
H  4.326  1.294  -3.651
H  0.385  -5.345  1.657
N  -4.254  -1.694  -0.264
H  -3.097  3.074  -3.612
O  0.037  -2.556  0.313
H  1.357  -2.613  2.378
C  4.237  -0.069  0.647
C  0.081  -3.764  0.438
H  -4.612  -0.795  2.233
H  4.814  0.610  1.263
C  -0.330  -4.668  -0.697
H  0.598  -1.010  4.004
H  -5.243  -1.632  -0.099
C  -2.189  2.155  -1.845
C  4.889  -1.103  -0.025
H  0.649  3.970  -0.980
H  -4.028  -1.940  -2.351
O  -1.560  1.221  -1.388
C  0.765  2.962  2.642
O  -2.215  -0.884  0.197
C  -2.471  2.232  -3.320
C  4.115  -1.980  -0.770
C  1.214  -3.649  2.656

2S+1: 3
strongest force on any atom: 1.3 eV Å⁻¹
charge: +1
relative energy (zero: lowest compared OMol25 entry of this formula, charge and spin): 0.00 kcal per mole



[3]
ORCA calculation (ωB97M-V/def2-TZVPD) on a 6-piece molecular cluster, C20H40FN2O5PS6 overall.

Element x y z (Å)
P  5.146  0.488  0.076
H  -2.719  -1.208  -0.081
H  2.065  -3.287  -0.983
H  7.315  1.457  -0.457
N  2.877  -1.367  -0.795
H  2.566  -4.038  4.085
C  5.861  -0.945  -0.891
C  6.303  1.880  -0.402
C  1.240  1.650  -2.166
S  -4.005  -0.495  -1.975
O  -2.858  -1.088  2.207
H  -5.190  -2.507  -1.447
H  -1.185  5.188  6.469
O  -4.084  0.892  -1.440
C  2.074  -3.443  3.315
H  -0.106  3.799  6.209
H  1.994  -2.410  3.649
H  3.630  -5.510  0.732
H  -3.940  1.790  -6.703
H  -1.824  3.520  6.582
H  -6.257  -1.085  -1.506
C  -0.356  -0.374  2.768
O  -5.754  -0.381  -7.013
S  3.054  -3.467  1.806
H  -2.609  -2.362  -1.444
C  3.570  0.921  -0.816
H  1.078  -3.837  3.110
H  -4.492  1.409  -5.053
C  -3.856  1.085  -5.875
H  2.004  -5.594  1.451
H  -0.165  -1.397  3.095
H  -1.921  -1.360  4.885
C  0.781  -1.792  -1.882
C  -2.627  -1.308  -1.164
H  -0.073  -0.267  1.722
H  5.332  -1.873  -0.680
C  -2.230  -0.334  4.677
H  -5.213  -1.343  -0.086
H  -3.353  0.100  -8.462
S  -1.471  4.197  4.307
H  -3.596  4.826  3.458
H  6.234  2.729  0.281
H  -1.704  -0.832  -1.494
H  -2.823  1.024  -5.531
H  3.455  -5.735  2.489
C  1.427  0.275  -1.840
H  0.214  0.331  3.373
H  -3.267  -0.197  4.978
H  0.341  1.930  -2.715
H  -1.598  0.370  5.218
C  -5.292  -1.457  -1.168
H  -3.424  -1.667  -8.252
H  5.791  -0.666  -1.957
O  4.439  -3.083  2.173
S  -4.409  -0.542  -6.404
C  -3.229  -0.719  -7.753
C  3.360  2.224  -1.144
H  6.928  -0.987  -0.643
S  -2.110  -0.003  2.914
H  1.366  4.828  -1.192
C  -3.166  4.777  4.456
H  6.040  2.169  -1.434
H  -2.215  -0.722  -7.351
N  0.448  -0.590  -2.211
F  -0.090  -2.762  -2.221
C  1.938  -2.228  -1.197
H  -3.171  5.772  4.903
H  -3.742  4.084  5.069
S  1.936  4.302  -2.301
H  4.050  3.027  -0.898
C  2.600  -0.081  -1.159
C  2.159  2.580  -1.847
C  -1.118  4.175  6.071
O  -1.530  2.782  3.848
C  3.030  -5.258  1.606

E: -4101.9563 a.u.
strongest force on any atom: 2.4 eV Å⁻¹
charge: 0



[4]
ORCA calculation (ωB97M-V/def2-TZVPD) on C20H40MnO3SSi as an isolated structure.

Element x y z (Å)
H  -0.642  3.645  3.378
O  0.144  1.406  2.222
C  -2.699  -1.243  -0.263
H  1.329  -0.948  -1.751
O  -0.615  -0.217  0.240
H  1.751  1.484  5.206
C  1.501  -3.224  2.920
H  3.675  -1.820  2.277
C  1.221  0.111  -4.321
H  2.041  -2.829  3.790
H  -2.604  -0.910  -1.308
C  1.661  -2.317  1.703
C  -0.235  2.888  4.057
Si  0.682  0.263  1.145
H  2.390  3.446  3.712
H  2.188  0.286  -3.820
H  -2.110  1.806  1.260
C  0.811  2.034  3.352
H  1.555  3.671  2.157
H  1.263  -3.934  0.364
C  0.315  -0.912  -3.693
H  -1.556  -1.701  -3.131
C  -2.001  -0.281  0.682
H  -1.546  -1.732  2.241
H  1.442  2.165  -4.854
H  1.905  -4.222  2.704
H  0.515  0.334  4.656
H  3.545  -3.181  1.148
C  3.152  -2.181  1.379
H  -2.276  -2.255  -0.176
H  2.123  0.365  3.879
H  0.055  1.414  -5.587
H  0.306  2.851  -2.957
C  1.334  0.981  4.323
H  -2.531  1.486  -0.453
H  -1.655  -0.034  2.812
C  0.879  -2.919  0.531
H  0.445  -3.345  3.198
Mn  2.405  -1.137  -0.967
H  -2.817  1.642  -5.119
C  1.944  2.924  2.855
C  -1.809  -0.222  -4.732
C  -2.076  -0.778  2.121
H  -2.629  -0.896  -5.057
H  -0.185  -3.012  0.796
C  -2.451  1.096  -4.229
C  -2.614  1.110  0.576
H  -1.151  -0.012  -5.592
H  -3.767  -1.298  -0.007
H  3.416  -1.492  0.536
H  -3.675  1.062  0.854
H  0.224  3.401  4.911
H  -3.307  0.834  -3.593
H  0.834  -1.902  -3.679
H  0.940  -2.378  -0.459
O  1.115  -1.030  2.102
H  -2.090  2.650  -2.694
C  -1.036  -0.977  -3.765
H  -1.054  2.264  4.437
C  0.592  1.504  -4.640
C  -0.236  2.182  -3.617
H  1.480  -0.354  -5.297
C  -1.560  2.013  -3.420
S  2.151  0.963  -0.087
H  2.725  2.347  2.347
H  -3.129  -0.933  2.395

2S+1: 6
strongest force on any atom: 5.0 eV Å⁻¹
charge: 0
relative energy (zero: lowest compared OMol25 entry of this formula, charge and spin): 4.32 kcal per mole



- Among the records above, which one has the lowest strongest force on any atom?
  C20H40ClN6O5Pd



Repeat the first record exactly.
ORCA calculation (ωB97M-V/def2-TZVPD) on a 9-piece molecular cluster, C20H40Cl2F12N3O10 overall.

Element x y z (Å)
F  -0.961  -0.175  -7.537
F  5.878  -2.120  5.415
C  3.530  -0.736  -2.781
H  -0.545  3.441  4.539
H  5.024  -2.205  -1.584
H  -0.007  -3.185  -0.447
H  -3.547  1.835  2.815
H  5.931  -0.195  0.649
F  -2.539  -5.077  -3.795
H  -1.217  -1.833  -0.907
C  -0.806  3.476  5.596
Cl  -0.691  5.082  6.351
H  -3.133  0.622  -1.811
O  -2.079  2.509  2.230
C  -1.107  0.364  -5.287
F  2.069  0.594  -3.940
H  -1.861  2.794  -4.778
H  -0.791  1.011  2.563
H  -3.977  -0.688  -1.940
C  -1.282  0.646  0.437
Cl  1.675  2.339  6.145
C  -1.673  -2.915  0.714
C  2.406  -1.067  3.532
C  -2.903  -3.348  -2.145
C  4.197  -2.859  3.909
H  -2.707  -2.571  0.712
H  -0.362  1.388  6.314
H  2.053  -1.784  2.791
C  2.113  -0.165  -2.825
C  -0.902  2.523  -4.337
H  6.399  -1.872  0.478
H  -0.094  2.114  1.566
N  -2.998  3.592  -0.387
F  1.825  0.428  -1.675
F  6.216  -3.936  4.233
C  -0.046  2.424  6.433
O  -3.631  -2.455  -1.707
C  -3.368  -4.068  -3.447
H  -3.974  3.384  -0.545
N  -3.822  0.192  -2.412
F  4.704  -3.943  5.753
C  -1.064  1.638  1.714
F  -3.465  -3.166  -4.377
C  -1.038  -2.858  -0.583
O  -0.410  1.497  -5.122
O  3.837  -3.618  2.978
H  -1.933  -0.155  0.787
C  0.051  3.698  -4.347
O  -2.218  0.123  -4.726
H  -1.871  3.249  5.660
H  -4.906  1.317  2.087
C  -0.556  -0.577  -6.384
H  1.707  0.619  2.409
N  -4.468  1.458  2.986
F  -4.488  -4.665  -3.199
H  -4.747  0.571  -2.266
H  -2.369  4.300  -0.738
H  -0.349  0.112  0.255
H  1.617  -1.052  4.284
H  6.190  -0.993  -1.795
F  1.155  -1.143  -2.959
C  2.619  0.328  2.930
H  -2.572  2.754  -0.756
H  -4.378  0.587  3.490
H  -1.131  -2.424  1.522
C  5.595  -1.164  0.279
O  3.589  -1.610  4.238
H  4.745  -1.575  0.825
F  0.792  -0.711  -6.303
H  -4.889  2.244  3.461
H  -1.165  2.276  -3.309
H  -0.277  4.647  -3.924
O  4.064  -1.248  -3.767
H  -3.456  0.138  -3.351
C  5.326  -3.186  4.864
F  -1.102  -1.770  -6.251
C  5.317  -1.233  -1.188
H  0.064  3.929  -5.412
H  3.464  0.228  2.250
H  -2.821  3.543  0.607
H  1.030  3.556  -3.891
H  2.792  1.197  3.566
O  4.163  -0.527  -1.538
H  -0.151  2.640  7.496
H  -1.708  -3.969  0.989
O  -1.897  1.163  -0.794
O  -1.686  -3.729  -1.587

strongest force on any atom: 5.7 eV Å⁻¹
charge: +1
relative energy (zero: lowest compared OMol25 entry of this formula, charge and spin): 107.05 kcal per mole